ORCA calculation (ωB97M-V with the def2-TZVPD basis set) on 10 unconnected molecules or ions with the total composition C80H65N5O15 in a non-equilibrium geometry.

Summary:
E_LUMO (Eh): -0.044
Multiplicity: 1
SMILES: O=C1c2ccccc2C(=O)c2ccccc21.O=C1c2ccccc2C(=O)c2ccccc21.O=C1c2ccccc2C(=O)c2ccccc21.O=C1c2ccccc2C(=O)c2ccccc21.O=C1c2ccccc2C(=O)c2ccccc21.CC(N)=O.CC(N)=O.CC(N)=O.CC(N)=O.CC(N)=O
Relative energy (zero: lowest compared OMol25 entry of this formula, charge and spin) (eV): 0.081
Gap between HOMO and LUMO (Eh): 0.2959
M (g/mol): 1336.42

Each line ends with the Löwdin charge.
Element x y z (Å)
1 H -9.323 16.622 14.395  0.11
2 C 4.402 18.008 23.710  -0.09
3 O -7.054 21.277 11.310  0.12
4 H 5.455 15.453 17.691  0.11
5 H -5.281 17.357 24.708  0.11
6 C -1.518 13.555 20.079  0.00
7 H -1.277 23.463 20.489  0.11
8 H 1.828 19.849 25.073  0.11
9 H 0.180 15.654 15.944  0.09
10 C -3.627 22.741 13.142  -0.06
11 C 4.417 20.701 23.003  -0.06
12 H -1.144 26.725 17.854  0.13
13 H 4.267 19.063 18.495  0.06
14 H -2.209 25.499 19.694  0.11
15 C 0.613 19.615 23.303  -0.05
16 O 0.940 27.340 16.522  0.13
17 C 2.580 14.887 15.156  0.00
18 N 0.774 16.434 15.743  0.17
19 H 0.186 13.872 22.421  0.10
20 C 1.119 19.225 24.544  -0.04
21 C -1.304 25.133 19.230  -0.06
22 C 0.679 18.027 25.061  0.01
23 C -2.136 13.985 24.659  0.00
24 C -4.741 18.822 23.259  0.00
25 C 2.894 17.520 21.754  -0.29
26 H 5.477 20.990 24.859  0.11
27 C -1.789 16.910 22.408  -0.36
28 H -10.061 17.600 12.227  0.11
29 H -2.359 22.560 14.839  0.11
30 C -0.831 17.717 23.201  -0.08
31 O -2.084 17.202 21.316  0.13
32 C 1.899 13.888 23.705  -0.05
33 C 3.772 19.779 22.228  -0.02
34 C 3.046 14.556 24.057  0.01
35 H 2.429 14.160 15.949  0.08
36 C 2.950 26.240 14.900  0.00
37 C -6.360 20.555 22.846  -0.08
38 H -3.102 23.586 12.716  0.11
39 C -6.640 20.704 12.280  -0.28
40 C -6.786 21.775 22.103  -0.33
41 C -4.711 17.360 18.813  0.01
42 H -4.190 17.688 19.724  0.07
43 H -8.801 19.641 11.349  0.12
44 H -5.025 22.823 11.613  0.12
45 C -0.651 25.856 18.268  -0.01
46 H 3.649 14.229 24.893  0.13
47 H 0.482 17.386 15.985  0.06
48 H -0.490 20.894 18.327  0.06
49 C -3.228 13.343 24.132  -0.06
50 H 5.986 19.354 18.252  0.09
51 H -8.031 20.569 24.223  0.12
52 C -0.369 19.880 18.681  0.01
53 H -4.754 13.444 22.586  0.11
54 C -4.739 22.279 12.500  -0.01
55 H 2.010 18.595 19.100  0.06
56 C 4.150 25.819 14.379  -0.06
57 C -7.591 17.846 14.501  0.00
58 H 5.833 24.583 14.708  0.11
59 H 4.627 21.701 22.645  0.11
60 C 2.601 16.225 22.389  -0.07
61 H -4.005 15.613 21.734  0.12
62 O 2.885 17.201 15.817  0.00
63 H 5.367 16.660 16.401  0.08
64 C -5.619 19.320 14.666  -0.28
65 C 0.527 25.390 17.738  -0.09
66 C -5.547 23.785 19.232  -0.05
67 C 2.934 24.398 16.452  -0.07
68 H 4.607 26.327 13.545  0.11
69 C 2.116 16.284 15.554  -0.55
70 C 2.318 23.654 17.592  -0.30
71 H -2.123 12.960 19.402  0.09
72 H 2.123 14.635 14.199  0.08
73 O -0.165 15.454 25.840  0.17
74 O -7.791 22.332 22.336  0.15
75 H -3.445 17.979 16.752  0.06
76 H -1.627 13.551 25.514  0.13
77 H -3.418 20.504 15.657  0.12
78 C -4.637 21.703 20.815  -0.07
79 O 5.373 16.977 19.544  0.01
80 O -3.625 15.316 18.346  0.03
81 H -7.276 18.597 25.452  0.11
82 N -0.609 15.617 19.147  0.18
83 C -5.138 19.950 22.570  -0.07
84 C 4.962 20.284 24.217  -0.05
85 C -5.412 21.183 12.996  -0.07
86 N 1.711 18.690 18.141  0.21
87 H -2.161 14.277 20.589  0.05
88 C 2.330 25.550 15.951  -0.08
89 C 0.351 23.381 19.041  -0.01
90 C -0.690 15.966 24.954  -0.36
91 H 0.020 19.855 19.711  0.07
92 C 1.126 14.346 22.676  -0.05
93 H 0.821 22.463 19.366  0.11
94 C 4.809 24.781 15.010  -0.06
95 O 2.841 22.705 18.078  0.13
96 H -3.724 23.582 18.144  0.10
97 N 5.533 16.396 17.347  0.16
98 C -9.169 17.965 12.723  -0.05
99 C -4.234 20.480 21.529  -0.32
100 C -7.334 19.514 12.814  -0.10
101 C -1.801 15.275 24.268  -0.08
102 C -4.940 20.514 14.123  -0.09
103 C 1.014 24.139 18.100  -0.08
104 O -5.218 18.757 15.648  0.09
105 C 0.590 19.232 17.722  -0.62
106 H 4.884 18.928 16.887  0.07
107 C -3.207 22.140 14.325  -0.04
108 C 5.142 18.744 17.928  -0.01
109 C -3.831 20.987 14.777  0.00
110 H 1.117 17.591 25.956  0.13
111 H -3.521 12.358 24.468  0.11
112 H 0.866 15.855 21.183  0.10
113 H -1.262 19.266 18.799  0.08
114 C -0.401 14.287 19.384  -0.57
115 C -3.905 13.911 23.072  -0.05
116 C -5.550 18.291 24.228  -0.05
117 O 0.612 13.712 18.955  0.00
118 O -3.194 20.004 21.282  0.13
119 H -7.269 17.399 15.435  0.12
120 C 1.508 15.482 21.975  0.02
121 H -3.745 18.417 23.153  0.11
122 H -1.517 15.991 19.366  0.06
123 C 4.179 23.989 15.964  0.01
124 C -3.775 16.469 18.024  -0.59
125 H -0.852 19.320 21.794  0.10
126 C -6.731 18.942 24.583  -0.04
127 H -4.923 18.289 18.272  0.06
128 H -5.889 24.593 18.598  0.11
129 H 2.376 27.070 14.496  0.12
130 H 0.906 20.571 22.877  0.11
131 H -2.868 21.722 19.609  0.11
132 C -5.918 22.223 21.009  -0.08
133 C -8.504 19.075 12.227  0.00
134 C -6.835 18.874 13.937  -0.07
135 H -0.025 16.065 18.463  0.09
136 C 4.439 16.576 24.067  -0.32
137 O 2.395 17.880 20.734  0.10
138 C -0.419 18.912 22.697  0.00
139 C -0.792 23.895 19.618  -0.06
140 C -0.247 17.248 24.386  -0.08
141 H 3.655 14.943 14.974  0.07
142 C -8.743 17.392 13.907  -0.06
143 H 5.563 18.653 25.430  0.12
144 C -3.510 15.158 22.586  -0.02
145 H 2.334 18.292 17.433  0.08
146 H 3.224 20.072 21.337  0.12
147 C -4.316 23.165 18.955  -0.05
148 H -1.143 12.886 20.856  0.08
149 H 1.589 13.011 24.258  0.12
150 C 1.242 26.203 16.728  -0.30
151 H -5.643 16.881 19.077  0.09
152 C 3.685 18.434 22.596  -0.08
153 C 5.023 18.921 24.532  0.00
154 C 5.400 17.314 18.354  -0.56
155 C 3.372 15.748 23.438  -0.07
156 N -3.194 17.021 16.916  0.18
157 H 4.720 23.135 16.342  0.12
158 C -7.087 20.123 23.931  0.00
159 H -7.272 23.817 20.409  0.12
160 C -2.401 15.790 23.124  -0.10
161 O 0.258 19.172 16.557  0.00
162 C -3.839 22.168 19.789  -0.01
163 C -6.347 23.282 20.229  -0.01
164 H -2.828 16.457 16.179  0.11
165 O 5.142 16.153 24.905  0.15